Record 1
Formula: C11H9F6N4O4S3Ti
Source: the Open Molecules 2025 dataset
Level of theory: the ωB97M-V functional and the def2-TZVPD basis

Computed properties:
2S+1: 1
Highest occupied orbital energy: -0.70213 hartree
Calculated total energy: -97600.06162 eV
Net charge: +3

Structure (XYZ):
```
38
C11H9F6N4O4S3Ti, DFT the ωB97M-V functional and the def2-TZVPD basis
H 4.07991 2.41498 -0.40570
N 1.22646 -1.79995 -1.68471
N -1.59019 2.93806 2.38341
C 0.52377 -3.53815 -2.84453
C -3.72476 2.58843 0.47829
O 0.48069 1.41509 2.28383
H -1.71977 -4.30076 -0.64669
H 0.37248 -4.35556 -3.53005
F -3.63965 1.43343 -0.14664
C 4.13346 0.43950 -1.30311
C -1.67739 -3.94722 -1.67430
O -0.99029 2.14751 0.02153
N 1.48164 0.27184 -0.57353
H 2.43475 -2.56018 -3.32189
O -1.69408 4.50743 0.39605
N -0.41166 -3.21570 -1.88554
C 2.05068 -0.72982 -1.27382
C 2.21801 1.38255 -0.28902
F -2.37606 1.53450 5.03322
S -0.96534 1.59546 2.78679
O -1.58538 0.42118 2.03128
C -1.11343 1.43079 4.82685
C 1.54290 -2.66503 -2.73203
F -4.29592 2.46180 1.63921
S -1.89359 3.18506 0.81479
F -4.25486 3.50629 -0.25460
C 3.38613 -0.68758 -1.62467
H 1.70874 2.19364 0.23158
H -2.51309 -3.29086 -1.90531
F -0.62248 0.26555 5.06366
F -0.40846 2.40992 5.26322
Ti -0.16080 0.57648 0.59151
H 3.85538 -1.51613 -2.13377
H -1.67622 -4.79726 -2.34922
H 5.18057 0.47779 -1.57784
S -0.91343 -1.53947 0.14531
C 3.53887 1.50964 -0.64264
C 0.01242 -2.16322 -1.19093
```



Record 2
Formula: C11H9IN2O2PtTe4
Source: the Open Molecules 2025 dataset
Level of theory: the ωB97M-V functional and the def2-TZVPD basis

Computed properties:
2S+1: 1
Highest occupied orbital energy: -0.25721 hartree
Calculated total energy: -59148.79856 eV
Energy above the lowest of the compared OMol25 structures with the same formula, charge and spin: 0.0 kcal/mol

Structure (XYZ):
```
30
C11H9IN2O2PtTe4, DFT the ωB97M-V functional and the def2-TZVPD basis
N -1.10035 -0.31680 -2.21811
C 0.09892 3.19265 2.53578
O 1.23216 -0.79372 -3.51371
C 0.06823 0.76012 1.05180
C -1.08032 -0.30963 2.94515
C -0.48781 0.84218 2.36271
C -0.00427 -0.49024 0.35498
I 1.49777 1.99013 -1.35076
H -0.64977 -2.50494 0.42070
Te 0.34286 -3.21114 -2.29072
C -1.14105 -1.47943 2.25419
N -1.00822 -0.23490 -3.60353
H -1.59594 -2.35872 2.70079
Pt 0.90279 -0.76045 -1.37285
C -0.45254 2.07195 3.07742
C -0.59448 -1.56441 0.94796
O 0.33047 0.17718 -5.37257
H -1.35850 0.57208 -1.81594
Te 1.13237 -4.82098 -0.31549
H -1.78982 -1.00408 -1.95199
H -1.69652 0.32659 -4.06503
Te 3.31688 -1.17962 -0.37240
H -0.88063 2.09636 4.07616
Te 3.59893 -3.80473 0.11248
C 0.63521 1.96881 0.54923
H 0.11053 4.12983 3.08481
H 1.11157 4.02757 0.80293
H -1.48373 -0.23367 3.95215
C 0.66329 3.13972 1.23738
C 0.28199 -0.22772 -4.22357
```



Which of these has the highest calculated total energy? C11H9IN2O2PtTe4